1.
C16H17INO2PtS | ωB97M-V/def2-TZVPD

The HOMO energy comes out at -0.416 Eh. The energy above the lowest of the compared OMol25 structures with the same formula, charge and spin is 21.6 kcal per mole. Its gap between HOMO and LUMO is 5.86 eV.

```
! RIJCOSX wB97M-V def2-TZVPD def2/J DEFGRID3
* xyz 1 1
Pt 0.1942 -0.1441 -0.1264
I 2.3415 -0.8964 -1.3114
S -1.4839 -1.6675 -0.6344
O -2.4983 0.3150 2.5917
O -0.4243 0.1062 1.7625
N 2.0835 3.2560 -1.1882
C -2.8993 2.6060 -0.7366
C -0.8006 1.4376 -0.7346
C 1.8571 4.7214 -1.3740
C -1.7560 -1.8528 2.0817
C -0.2479 2.3914 -1.6055
C -2.0371 -4.6364 1.9163
C -1.6394 -2.5139 0.8419
C -1.7654 -3.9181 0.7726
C 2.0174 2.9071 0.2663
C 1.1671 2.4157 -2.0812
C -2.1088 1.5573 -0.2860
C -2.0265 -2.5927 3.2165
C -1.0863 3.4169 -2.0576
C -2.1615 -3.9730 3.1363
C -2.3973 3.5275 -1.6382
C -1.6069 -0.3729 2.1614
H -1.6685 -4.4098 -0.1866
H -2.5340 0.8595 0.4081
H -3.9195 2.6828 -0.3841
H -2.3621 -4.5411 4.0354
H 1.0476 3.2084 0.6531
H 2.5706 5.2641 -0.7599
H 1.2393 2.8687 -3.0684
H -2.1341 -2.0842 4.1656
H 1.9949 4.9705 -2.4225
H 2.8154 3.4410 0.7762
H 2.1577 1.8370 0.3805
H -2.1460 -5.7113 1.8678
H -0.6920 4.1351 -2.7683
H -3.0215 4.3270 -2.0134
H 1.6038 1.4292 -2.1153
H 0.8436 4.9494 -1.0583
H 3.0320 3.0480 -1.5005
*
```



2.
C26H18BF4IN4O4SV | ωB97M-V/def2-TZVPD

The HOMO energy (spin up / spin down) comes out at -0.279 / -0.279 Eh. The energy above the lowest of the compared OMol25 structures with the same formula, charge and spin is 32.9 kcal per mole. Its gap between HOMO and LUMO (spin up / spin down) is 6.04 / 5.90 eV.

```
! RIJCOSX wB97M-V def2-TZVPD def2/J DEFGRID3
* xyz 0 2
I 2.4698 -1.3591 -0.7390
V -0.1069 -0.4632 -0.0358
S 2.7959 1.9307 -0.0524
F 0.3992 0.2008 -2.4219
F -0.2391 2.2707 -3.2747
F -0.5358 0.3392 -4.5454
F -1.9015 0.7519 -2.7176
O -2.1836 2.8303 -0.0824
O -0.9834 -3.3954 2.3951
O 0.0435 -1.8341 1.1112
O -0.6415 1.1773 -0.3276
N 0.7083 1.2803 2.1365
N -1.8349 -0.4430 0.8426
N 0.6579 3.3428 1.1185
N 1.3031 4.0330 -0.8346
C 0.5668 0.4853 3.2073
C 1.4751 -2.9726 -1.6404
C 1.6939 -5.0792 -2.7633
C -0.9973 -2.3953 1.7604
C -0.8246 -1.9237 -1.3305
C -2.2003 -1.4972 1.5653
C -2.6376 0.6011 0.6440
C -2.6869 -3.0696 -2.3984
C -4.3672 -0.5694 1.7551
C -1.8659 -4.0489 -2.8604
C 0.0665 -2.9317 -1.8344
C -0.0927 3.1074 3.4317
C -3.9383 0.5705 1.0837
C -3.4817 -1.6073 2.0382
C -2.1595 -2.0150 -1.6172
C 0.3607 -5.0662 -3.0399
C -0.0802 4.4988 0.8141
C 1.5626 3.0625 0.0800
C 0.4138 2.5501 2.2629
C -1.8343 1.7054 -0.0074
C 0.3116 4.9020 -0.3905
C -0.4749 -4.0145 -2.5842
C 2.2645 -4.0003 -2.0568
C 1.9420 4.0901 -2.1482
C -0.2821 2.2739 4.5164
C 0.0650 0.9314 4.4167
B -0.5873 0.9047 -3.2720
H 0.8713 -0.5485 3.0800
H 3.3298 -3.9866 -1.8581
H 2.9858 3.8172 -2.0423
H -0.0448 5.7202 -0.9947
H -4.5886 1.4169 0.9000
H -2.2572 -4.8714 -3.4502
H -2.8526 -1.2551 -1.2851
H -3.7478 -3.0909 -2.6159
H -3.7704 -2.4779 2.6102
H 1.8542 5.1062 -2.5299
H -0.0925 -5.8675 -3.6161
H -0.6735 2.6735 5.4440
H 1.4574 3.3902 -2.8277
H -5.3986 -0.6412 2.0811
H -0.0466 0.2510 5.2528
H -0.8699 4.8688 1.4455
H -0.3005 4.1660 3.4964
H 2.3249 -5.8996 -3.0885
*
```



3.
C8H16N9O3Rh | ωB97M-V/def2-TZVPD

The HOMO energy (spin up / spin down) comes out at -0.594 / -0.594 Eh. The energy above the lowest of the compared OMol25 structures with the same formula, charge and spin is 41.3 kcal per mole. Its gap between HOMO and LUMO (spin up / spin down) is 7.89 / 7.89 eV.

```
! RIJCOSX wB97M-V def2-TZVPD def2/J DEFGRID3
* xyz 2 1
Rh -0.1822 0.8470 0.4253
O 0.9655 -0.9808 3.7667
O -2.0617 1.7521 -0.8791
O -0.1074 -0.0721 2.0787
N -0.3604 4.5600 0.3454
N 1.5156 -0.0448 -0.1597
N -4.0043 -0.8992 0.3259
N -1.9027 -0.1919 0.2052
N -1.0801 5.5351 0.9114
N -2.3443 -2.1321 1.4570
N 0.6040 2.7446 0.0444
N -0.2313 3.3885 0.8574
N 0.3491 4.7738 -0.7491
C -5.1854 -1.6717 0.7023
C 2.5031 -0.4660 0.8924
C -2.7555 -1.1338 0.7060
C 1.0290 -0.2821 2.8054
C -2.6223 0.7400 -0.4619
C -4.0566 0.2903 -0.5244
C 0.9461 3.6092 -0.9236
C 2.2739 0.3014 2.1922
H 2.1115 1.3618 1.9858
H -1.3884 -2.1437 1.7776
H -5.3853 -2.4663 -0.0157
H 3.1077 0.1963 2.8801
H 1.6254 3.4070 -1.7351
H -1.8449 5.2301 1.4902
H 1.2887 -0.8217 -0.7767
H -4.7622 1.0349 -0.1562
H -4.3241 0.0447 -1.5564
H -1.1425 6.3693 0.3490
H -6.0407 -1.0015 0.7348
H 2.3989 -1.5383 1.0427
H -2.9751 -2.8365 1.8032
H 1.9484 0.6725 -0.7352
H 3.5106 -0.2851 0.5199
H -5.0541 -2.0933 1.6970
*
```



4.
C49H36BrFN2O4P2Ti | ωB97M-V/def2-TZVPD

The HOMO energy (spin up / spin down) comes out at -0.087 / -0.177 Eh. The energy above the lowest of the compared OMol25 structures with the same formula, charge and spin is 0.0 kcal per mole. Its gap between HOMO and LUMO (spin up / spin down) is 4.54 / 7.01 eV.

```
! RIJCOSX wB97M-V def2-TZVPD def2/J DEFGRID3
* xyz -1 2
Br 0.6476 -17.5970 16.2858
Ti 3.3296 -11.1459 19.1379
P 2.8089 -7.6024 19.2326
P 1.7015 -9.6049 16.1009
F 1.8307 -10.2436 19.7775
O 1.9946 -12.0576 18.0904
O 5.3993 -10.6629 19.5369
O 3.9179 -10.2777 17.4569
O 4.4699 -12.1743 16.3984
N 3.5242 -11.5288 21.3493
N 4.0869 -13.0716 19.3831
C 2.6956 -14.3400 17.8735
C 0.6797 -7.7544 20.9833
C 6.5333 -13.0781 22.7856
C 6.9103 -13.8163 21.6927
C 0.8479 -7.1036 15.4049
C 1.4188 -8.2652 14.9175
C -2.1292 -11.8796 14.9037
C 2.1336 -7.4015 23.3063
C 2.9690 -5.6399 17.3602
C 1.6933 -3.6089 17.2354
C 3.9433 -11.0746 16.4276
C 0.1141 -14.8687 16.8726
C 2.7844 -7.3718 22.0793
C -2.1478 -10.7661 15.7458
C 1.7296 -13.2914 17.7673
C 5.3318 -8.3520 20.0205
C 4.8278 -11.4862 23.7462
C 4.7175 -9.6391 19.7293
C 1.3973 -5.1134 19.0935
C 6.6401 -8.2339 20.4768
C 5.1125 -5.9905 19.8385
C 0.4456 -13.5994 17.3162
C 1.0584 -3.9434 18.4221
C 2.3568 -15.6124 17.3867
C 3.1416 -10.4534 15.3044
C 0.2711 -11.7241 14.7728
C 5.3542 -12.2936 22.7132
C 1.7531 -8.3418 13.5666
C 6.4281 -5.8540 20.2789
C -0.9531 -10.1513 16.0876
C 0.5860 -6.0331 14.5469
C 4.5457 -7.2457 19.7127
C 2.6705 -4.4579 16.7260
C 3.8966 -14.1546 18.5974
C 0.9308 -6.1094 13.2010
C 2.3504 -5.9797 18.5738
C 0.2682 -10.6053 15.5983
C 2.0661 -7.5633 20.8951
C 1.5089 -7.2777 12.7153
C 4.9785 -13.1382 20.4242
C 0.0283 -7.7640 22.1978
C 1.0935 -15.8507 16.9042
C 6.1424 -13.8773 20.5095
C 7.1831 -6.9779 20.6118
C 3.6621 -10.7913 23.5743
C 0.7607 -7.5983 23.3806
C 3.0400 -10.8101 22.3168
C -0.9181 -12.3528 14.4284
C 4.6219 -12.3042 21.5345
H 3.8577 -7.2288 22.0377
H 0.6227 -7.0133 16.4592
H -0.2548 -12.7787 17.3064
H -3.0458 -12.4161 14.6967
H 2.1802 -9.2479 13.1709
H 0.9097 -5.3385 20.0355
H 2.7204 -7.2786 24.2186
H 5.3750 -11.4221 24.6910
H 0.2958 -3.2856 18.8282
H -1.0363 -7.9574 22.2364
H -0.8770 -13.2512 13.8483
H 7.1871 -9.1472 20.6721
H -0.9608 -9.2906 16.7484
H 3.1494 -4.2349 15.7878
H 1.1975 -12.1622 14.4461
H 0.7648 -5.2596 12.5414
H 2.1913 -10.1794 22.0749
H 0.1388 -5.1253 14.9485
H 6.4636 -14.4912 19.6745
H 2.9400 -11.1161 14.4789
H 1.4301 -2.7013 16.7237
H 1.7958 -7.3549 11.6839
H 8.2003 -6.8552 20.9714
H 7.1137 -13.0886 23.6933
H 0.2649 -7.6425 24.3361
H 4.5234 -15.0381 18.6931
H -3.0815 -10.3860 16.1368
H 3.6838 -6.3271 16.9184
H 0.1193 -7.9700 20.0766
H 3.7635 -9.6279 14.9352
H -0.8894 -15.1015 16.5398
H 4.5143 -5.1185 19.6056
H 3.0894 -16.4075 17.4535
H 7.8279 -14.3852 21.7395
H 6.8554 -4.8743 20.3919
H 3.2793 -10.1647 24.3759
*
```



- What is the formula in the second record?
  C26H18BF4IN4O4SV



- Among the records above, which one has the highest energy above the lowest of the compared OMol25 structures with the same formula, charge and spin?
  C8H16N9O3Rh